(1)
# C4H5NO

A single C4H5NO molecule (ωB97M-V/def2-TZVPD, the OMol25 dataset).

Each atom is followed by the atoms it is bonded to, with distances in Å.
Geometry (Å):
1 C -1.42 -0.41 -0.07  C2 1.507, H7 1.100, H8 1.099, H9 1.099
2 C -0.01 0.11 0.01  C1 1.507, C3 1.465, N6 1.295
3 C 0.33 1.41 0.59  C2 1.465, O4 1.215, H10 1.110
4 O 1.45 1.87 0.68  C3 1.215
5 C 1.94 -1.07 -0.99  N6 1.202, H11 1.088
6 N 0.99 -0.58 -0.44  C2 1.295, C5 1.202
7 H -1.60 -1.21 0.66  C1 1.100
8 H -1.64 -0.79 -1.07  C1 1.099
9 H -2.11 0.41 0.15  C1 1.099
10 H -0.55 1.97 0.96  C3 1.110
11 H 2.64 -1.77 -0.53  C5 1.088

Lowest unoccupied orbital energy (eV): -0.04
Highest occupied orbital energy (eV): -8.37
Orbital gap (hartree): 0.306
Energy above the lowest of the compared OMol25 structures with the same formula, charge and spin (eV): 2.630
F_max (Eh/bohr): 0.0132

***

(2)
# C4H5NO

A single C4H5NO molecule (ωB97M-V/def2-TZVPD, the OMol25 dataset).

Each atom is followed by the atoms it is bonded to, with distances in Å.
Geometry (Å):
1 C -1.68 -0.08 0.15  C2 1.500, H7 1.091, H8 1.095, H9 1.098
2 C -0.20 -0.31 0.18  C1 1.500, N3 1.309, C6 1.422
3 N 0.39 -1.48 0.24  C2 1.309, O4 1.394
4 O 1.74 -1.23 -0.01  N3 1.394, C5 1.339
5 C 1.91 0.09 -0.21  O4 1.339, C6 1.347, H10 1.081
6 C 0.73 0.73 -0.05  C2 1.422, C5 1.347, H11 1.077
7 H -2.29 -0.93 0.48  C1 1.091
8 H -1.94 0.80 0.74  C1 1.095
9 H -1.95 0.14 -0.89  C1 1.098
10 H 2.88 0.44 -0.53  C5 1.081
11 H 0.52 1.79 -0.07  C6 1.077

Lowest unoccupied orbital energy (eV): 1.02
Highest occupied orbital energy (eV): -9.92
Orbital gap (hartree): 0.402
Energy above the lowest of the compared OMol25 structures with the same formula, charge and spin (eV): 1.465
SMILES: Cc1ccon1
F_max (Eh/bohr): 0.0100

***

(3)
# C4H5NO

A single C4H5NO molecule in a non-equilibrium geometry (ωB97M-V/def2-TZVPD, the OMol25 dataset).

Each atom is followed by the atoms it is bonded to, with distances in Å.
Geometry (Å):
1 C 0.77 0.69 -0.63  C2 1.497, H7 1.092, H8 1.090, H9 1.096
2 C -0.22 -0.26 -0.03  C1 1.497, C3 1.728, O4 1.368, C5 1.472
3 C -1.18 0.24 1.31  C2 1.728, O4 1.433, H10 1.190, H11 1.101
4 O -1.56 0.00 -0.05  C2 1.368, C3 1.433
5 C 0.04 -1.69 -0.29  C2 1.472, N6 1.158
6 N 0.23 -2.79 -0.59  C5 1.158
7 H 0.67 0.61 -1.72  C1 1.092
8 H 0.54 1.70 -0.31  C1 1.090
9 H 1.80 0.44 -0.35  C1 1.096
10 H -0.18 -0.39 1.42  C3 1.190
11 H -0.96 1.31 1.41  C3 1.101

Lowest unoccupied orbital energy (eV): 0.49
Highest occupied orbital energy (eV): -9.28
Orbital gap (hartree): 0.359
Energy above the lowest of the compared OMol25 structures with the same formula, charge and spin (eV): 4.815
SMILES: C[C@@]1(C#N)CO1
F_max (Eh/bohr): 0.0357